Run w
{
  "formula": "CH12NO4",
  "method": "wB97M-V/def2-TZVPD",
  "symbols": ["C", "N", "H", "H", "H", "H", "H", "H", "O", "H", "H", "O", "H", "H", "O", "H", "H", "O"],
  "coordinates": [[1.04271, -1.03127, -0.26716], [-0.12369, -1.10153, 0.23599], [1.85945, -1.58091, 0.18628], [1.25692, -0.77710, -1.30054], [-0.85390, -0.59401, -0.33243], [-0.20381, -1.46412, 1.18060], [-3.31291, 2.60744, 0.04194], [-2.85531, 3.20744, -1.09348], [-3.17241, 2.31096, -0.87300], [-1.75637, 1.21978, -1.18733], [-2.01545, 0.07982, -2.12047], [-1.28503, 0.43073, -1.58109], [-0.65304, -1.27679, 3.47138], [0.50117, -0.63176, 3.95479], [0.18068, -0.94557, 3.09225], [3.60322, 0.07834, -0.38406], [4.30749, -0.43326, -1.70290], [3.48028, -0.09817, -1.32078]],
  "lumo_energy_ev": -4.1,
  "orbital_gap_ha": 0.402,
  "charge": 1,
  "homo_ev": -15.07
}

=====

Run x
{
  "formula": "CH12NO4",
  "method": "wB97M-V/def2-TZVPD",
  "symbols": ["C", "N", "H", "H", "H", "H", "H", "H", "O", "H", "H", "O", "H", "H", "O", "H", "H", "O"],
  "coordinates": [[1.01459, -0.36869, 2.03975], [0.86655, -0.28139, 0.76983], [1.42915, 0.46552, 2.60011], [0.71446, -1.28480, 2.53371], [0.69027, -1.16279, 0.22317], [0.30750, 0.54034, 0.41034], [-1.93203, -4.03210, 0.06802], [-0.77772, -5.02975, 0.32717], [-1.04134, -4.27061, -0.20829], [0.32017, -3.09591, -0.71137], [1.31466, -2.57112, -1.73313], [0.81843, -2.29244, -0.95444], [-0.28442, 2.47441, -0.11817], [-1.53424, 1.83940, -0.69491], [-0.61752, 1.63546, -0.48132], [-0.57092, 5.99676, -2.10195], [-0.44159, 5.99249, -0.59671], [-0.27602, 5.44524, -1.37182]],
  "lumo_energy_ev": -4.8,
  "orbital_gap_ha": 0.341,
  "charge": 1,
  "homo_ev": -14.10
}

=====

Run y
{
  "formula": "CH12NO4",
  "method": "wB97M-V/def2-TZVPD",
  "symbols": ["C", "N", "H", "H", "H", "H", "H", "H", "O", "H", "H", "O", "H", "H", "O", "H", "H", "O"],
  "coordinates": [[0.44844, 0.90914, -1.66140], [0.23368, 0.90253, -2.99072], [0.21975, 1.85119, -1.19566], [0.43943, -0.11677, -1.39151], [0.49477, 0.02267, -3.43202], [0.23229, 1.64960, -3.72504], [0.45970, -0.84200, 4.73208], [0.08202, -1.62771, 3.37048], [-0.05160, -0.73403, 3.86289], [-0.17698, -3.00521, -2.50081], [1.09166, -2.57602, -1.69987], [0.39713, -2.20324, -2.29331], [-2.79323, 2.64069, 2.69319], [-3.33578, 3.00806, 1.32321], [-2.54721, 2.90220, 1.77086], [0.98269, -0.60902, 1.31566], [2.19194, -1.38870, 1.13243], [1.63132, -0.78340, 0.68955]],
  "lumo_energy_ev": -5.5,
  "orbital_gap_ha": 0.310,
  "charge": 1,
  "homo_ev": -13.93
}

=====

Energies relative to the minimum, kcal/mol: run w 0.0; run x 6.0; run y 29.3